Formula: C10H25N4O3Pt
Source: the Open Molecules 2025 dataset
Level of theory: ωB97M-V/def2-TZVPD

Structure (XYZ):
```
43
Properties=species:S:1:pos:R:3:forces:R:3
Pt 0.808 -0.721 0.637 -0.2 -0.7 0.2
O -1.127 -1.856 0.658 0.3 0.5 -0.1
O -2.693 -3.199 1.534 0.0 0.1 0.0
O 3.680 -0.785 0.847 0.1 0.1 -0.2
N -0.787 -0.730 3.120 0.0 0.1 0.1
N -1.866 -1.568 2.830 0.0 0.0 0.0
N -1.215 1.443 0.171 -0.4 0.2 -0.1
N -0.201 -0.254 -2.161 -0.3 0.0 -0.2
C -1.350 0.627 -2.181 0.0 0.0 0.1
C -2.499 0.942 0.622 0.1 0.0 0.0
C 3.630 -2.205 0.824 0.0 0.0 0.1
C -1.244 1.814 -1.229 0.1 -0.1 0.0
C -1.885 -2.262 1.583 0.0 -0.2 0.0
C -0.783 2.548 0.994 0.0 -0.1 0.0
C 2.519 -0.099 0.657 0.3 0.2 0.4
C 0.898 0.256 -2.940 0.0 0.0 0.1
C -0.549 -1.610 -2.538 0.0 0.0 0.0
C 2.931 1.362 0.663 0.1 0.0 -0.2
H -1.208 -2.040 -1.783 0.0 0.0 0.0
H 1.767 -0.388 -2.801 0.0 0.0 0.0
H 2.603 -2.534 0.993 0.0 0.0 0.0
H -1.033 -1.659 -3.532 0.0 0.0 0.0
H -0.330 2.373 -1.450 0.0 0.0 0.0
H 0.658 0.316 -4.019 0.0 0.0 0.0
H -2.439 0.686 1.677 0.0 0.0 0.0
H -2.192 -2.183 3.563 0.1 0.0 0.0
H -0.767 2.233 2.038 0.0 0.0 0.0
H 2.787 1.754 1.673 0.0 0.0 0.0
H 3.981 1.499 0.383 0.0 0.0 0.0
H 0.358 -2.215 -2.563 0.0 0.0 0.0
H -2.099 2.490 -1.431 0.0 0.1 -0.1
H 2.295 1.936 -0.010 0.0 0.0 0.0
H 4.297 -2.566 1.609 0.0 0.0 0.0
H -2.759 0.023 0.101 0.0 0.0 0.0
H 1.180 1.253 -2.594 0.0 0.0 0.0
H -1.448 3.430 0.902 0.0 0.0 0.0
H -1.080 0.048 3.694 0.0 0.0 0.0
H 0.007 -1.201 3.536 0.0 0.0 -0.1
H -3.303 1.690 0.474 0.0 0.0 0.0
H -1.524 1.024 -3.202 -0.1 0.0 0.0
H -2.232 0.041 -1.919 0.0 0.0 0.0
H 3.983 -2.556 -0.148 0.0 0.0 0.0
H 0.230 2.842 0.718 0.0 0.0 0.0
```
Forces are in eV/Å.

Properties
- Gap between HOMO and LUMO: 5.74 eV
- Net charge: -1